Entry 1:
C30H25BrCl2CrF3N4O4S | the ωB97M-V functional and the def2-TZVPD basis

Geometry as XYZ:
```
71
Properties=species:S:1:pos:R:3:lowdin_spin:R:1
Cr 0.93 0.01 -0.16 0.9827
O 0.91 -0.05 -4.30 0.0021
C -0.34 -0.50 -4.59 -0.0001
C -0.58 -1.02 -5.86 0.0001
C -1.85 -1.47 -6.19 -0.0002
C -2.87 -1.43 -5.26 0.0000
C -2.63 -0.90 -4.00 -0.0002
C -1.37 -0.42 -3.65 -0.0006
C -1.05 0.24 -2.33 0.0035
O 0.08 -0.32 -1.77 0.0360
N -2.16 0.18 -1.36 0.0032
N -1.87 -0.35 -0.21 0.0044
C -2.67 -0.56 0.76 0.0003
C -2.10 -1.20 1.94 0.0000
Br -0.29 -1.78 1.66 0.0016
C -2.67 -1.48 3.11 -0.0003
C -4.04 -1.12 3.51 0.0000
C -4.63 0.10 3.18 0.0000
C -5.93 0.39 3.58 0.0000
C -6.65 -0.54 4.32 0.0000
C -6.07 -1.75 4.67 0.0000
C -4.77 -2.03 4.27 0.0000
H 1.02 -0.13 -3.33 0.0008
H 0.24 -1.06 -6.56 0.0000
H -2.03 -1.87 -7.18 0.0000
H -3.86 -1.80 -5.51 0.0000
H -3.43 -0.89 -3.27 0.0000
H -0.85 1.31 -2.53 0.0010
H -3.09 0.45 -1.61 0.0008
H -3.74 -0.35 0.73 0.0001
H -2.09 -2.04 3.83 0.0000
H -4.06 0.85 2.64 0.0000
H -6.37 1.34 3.32 0.0000
H -7.66 -0.31 4.63 0.0000
H -6.62 -2.47 5.26 0.0000
H -4.32 -2.98 4.55 0.0000
F 6.32 0.96 -2.63 -0.0002
C 5.15 0.50 -3.14 -0.0005
F 5.20 0.73 -4.47 -0.0001
F 5.13 -0.82 -2.96 -0.0016
C 3.99 1.22 -2.52 -0.0010
C 3.84 2.56 -2.82 0.0056
C 2.79 3.30 -2.29 -0.0007
C 1.90 2.65 -1.46 0.0032
N 2.05 1.36 -1.16 -0.0077
C 3.06 0.61 -1.66 0.0022
S 2.89 -1.01 -1.10 -0.0339
H 4.55 3.03 -3.49 0.0003
H 2.66 4.34 -2.54 -0.0002
H 1.04 3.13 -1.02 0.0001
Cl -2.23 3.20 3.39 -0.0001
C -1.34 3.09 1.87 -0.0003
Cl -2.45 3.10 0.49 0.0001
C -0.39 1.87 1.85 -0.0001
O -0.07 1.34 2.90 -0.0002
O 0.04 1.58 0.67 -0.0019
H -0.73 3.98 1.79 0.0000
N 2.22 0.25 1.61 0.0002
C 3.30 -0.59 2.07 -0.0003
C 4.47 0.00 2.53 0.0001
C 5.52 -0.79 2.98 -0.0001
C 5.40 -2.17 2.99 0.0002
C 4.22 -2.76 2.54 -0.0001
C 3.18 -1.97 2.07 -0.0002
H 2.60 1.18 1.46 0.0009
H 1.52 0.39 2.35 0.0015
H 4.57 1.08 2.52 0.0000
H 6.43 -0.32 3.32 0.0000
H 6.21 -2.79 3.35 0.0000
H 4.12 -3.83 2.53 0.0000
H 2.29 -2.44 1.68 -0.0003
```

Computed properties:
Multiplicity = 2
Energy = -6914.88175 a.u.
Molecular weight = 797.42 g mol⁻¹
LUMO energy (spin up / spin down) = -0.72 / -0.29 eV
Expectation value of S² = 0.76
HOMO energy (spin up / spin down) = -8.068 / -8.063 eV
Gap between HOMO and LUMO (spin up / spin down) = 7.3464 / 7.7748 eV


Entry 2:
C30H26BrN10O5S5Ta | the ωB97M-V functional and the def2-TZVPD basis

Geometry as XYZ:
```
78
Properties=species:S:1:pos:R:3:lowdin_charge:R:1
Ta -0.94 0.35 0.51 1.4157
O 3.95 1.45 6.54 0.1338
N 3.47 2.15 5.69 -0.3405
O 3.50 3.36 5.65 0.1038
C 2.81 1.46 4.56 -0.0535
C 3.35 0.29 4.17 0.0920
C 2.82 -0.39 3.03 -0.1053
C 3.40 -1.58 2.55 0.0485
C 2.88 -2.14 1.41 0.0135
C 1.77 -1.55 0.80 -0.0608
N 1.18 -0.46 1.27 -0.0246
C 1.72 0.14 2.36 -0.1651
C 1.13 1.37 2.81 -0.1676
N 0.04 1.81 2.12 -0.0843
C -0.53 2.93 2.54 -0.1083
C -0.08 3.66 3.63 0.0111
C 1.02 3.24 4.33 0.0594
C 1.67 2.06 3.91 -0.0401
H 4.19 -0.12 4.71 0.1471
H 4.25 -2.02 3.06 0.1395
H 3.29 -3.04 0.98 0.1287
H 1.37 -1.97 -0.11 0.0950
H -1.40 3.26 1.99 0.1039
H -0.61 4.56 3.92 0.1289
H 1.38 3.79 5.18 0.1256
C 2.98 2.07 -1.96 -0.0098
N 1.75 2.86 -2.05 -0.1219
C 1.74 4.07 -2.87 -0.0098
C 0.65 2.42 -1.43 -0.4205
N 0.65 1.41 -0.60 0.0208
N -0.51 3.09 -1.75 0.1529
C -1.70 3.01 -1.08 -0.5121
N -2.68 3.76 -1.59 0.2277
N -1.84 2.30 0.01 -0.1172
H 3.70 2.46 -2.67 0.1003
H 2.78 1.03 -2.22 0.1002
H 3.42 2.12 -0.97 0.1043
H 2.77 4.39 -3.01 0.1017
H 1.21 4.87 -2.36 0.1016
H 1.30 3.89 -3.85 0.0866
H 1.59 1.09 -0.38 0.0562
H -0.59 3.32 -2.73 0.1358
H -2.53 4.38 -2.36 0.1324
H -3.63 3.64 -1.27 0.1382
H -2.76 2.41 0.42 0.0408
O -5.49 -4.00 3.26 -0.0031
C -4.81 -3.11 2.86 -0.9685
S -3.32 -2.57 3.69 1.0009
C -2.90 -1.36 2.50 -1.1138
C -3.71 -1.20 1.44 -1.1099
S -3.44 0.03 0.26 0.5995
S -5.12 -2.22 1.34 1.0175
S -1.55 -0.31 2.75 0.7154
Br -0.73 -4.43 -3.55 0.8736
C -1.48 -4.74 -1.83 -0.5480
C -2.14 -5.95 -1.70 -0.1162
C -2.76 -6.28 -0.50 -0.0352
C -2.73 -5.39 0.56 -0.0383
C -2.08 -4.18 0.42 -0.0134
C -1.44 -3.83 -0.77 -0.1326
C -0.73 -2.52 -0.83 -0.5743
O 0.12 -2.25 -1.67 -0.0688
O -1.04 -1.68 0.13 -0.3304
H -2.18 -6.63 -2.53 0.1045
H -3.27 -7.23 -0.41 0.1223
H -3.21 -5.64 1.50 0.1176
H -2.04 -3.49 1.25 0.0867
S -1.75 0.14 -2.23 0.6934
C -0.57 0.12 -3.49 -0.6812
N -0.23 -1.09 -4.00 0.0821
C 0.49 -1.24 -5.12 -0.0073
C 0.94 -0.13 -5.77 0.0038
C 0.65 1.09 -5.17 -0.0804
N -0.07 1.23 -4.06 0.0825
H -0.51 -1.90 -3.45 0.0370
H 0.67 -2.26 -5.44 0.1350
H 1.50 -0.20 -6.69 0.1244
H 1.02 2.01 -5.61 0.1207
```

Computed properties:
Multiplicity = 1
Energy = -6704.23656 a.u.
Net charge = +2
Molecular weight = 1027.79 g mol⁻¹
LUMO energy = -6.08 eV
HOMO energy = -12.189 eV
Gap between HOMO and LUMO = 6.1110 eV


Entry 3:
C30H26ClN2NiO3P | the ωB97M-V functional and the def2-TZVPD basis

Geometry as XYZ:
```
64
Properties=species:S:1:pos:R:3:lowdin_charge:R:1
Ni 0.93 0.71 1.72 0.2946
O 3.87 0.08 0.72 -0.0217
N 2.52 0.18 0.35 -0.0209
C 2.43 0.27 -0.92 -0.0747
C 1.22 0.39 -1.75 -0.1914
C 1.45 0.15 -3.10 -0.0339
C 0.44 0.25 -4.04 -0.0634
C -0.83 0.63 -3.64 -0.0529
C -1.07 0.88 -2.30 -0.0499
C -0.08 0.76 -1.34 -0.2363
P -0.49 1.08 0.40 1.0338
C -2.08 1.93 0.49 -0.3024
C -3.23 1.16 0.26 -0.0960
C -4.49 1.73 0.35 -0.0692
C -4.62 3.07 0.69 -0.0784
C -3.49 3.83 0.94 -0.0706
C -2.23 3.27 0.83 -0.0652
C -0.56 -0.47 1.27 -0.4075
C -0.20 -1.79 0.58 -0.3079
C -1.45 -2.60 0.33 -0.0508
C -2.45 -2.57 1.21 -0.1005
C -2.44 -1.64 2.33 -0.1052
C -1.57 -0.61 2.32 -0.1323
H 3.86 0.23 1.68 0.0944
H 3.37 0.25 -1.48 0.1371
H 2.45 -0.12 -3.42 0.1123
H 0.65 0.05 -5.09 0.1077
H -1.63 0.74 -4.36 0.1100
H -2.06 1.21 -2.00 0.1010
H -3.12 0.11 0.02 0.1072
H -5.36 1.12 0.17 0.1059
H -5.60 3.51 0.77 0.1035
H -3.59 4.88 1.21 0.1050
H -1.36 3.88 1.03 0.0963
H 0.29 -1.59 -0.38 0.1132
H -1.47 -3.28 -0.52 0.1109
H -3.31 -3.21 1.08 0.0981
H -3.19 -1.71 3.10 0.0951
H -1.66 0.17 3.08 0.1051
O -0.05 4.32 -1.63 0.0752
C 0.70 4.19 -0.70 -0.4813
C 1.73 5.22 -0.24 -0.0768
C 2.35 4.58 1.01 -0.0755
C 1.64 3.25 1.10 -0.4771
O 1.90 2.40 1.98 -0.0468
N 0.73 3.08 0.14 0.0686
H 1.23 6.16 -0.05 0.1196
H 2.45 5.39 -1.04 0.1197
H 2.17 5.14 1.92 0.1231
H 3.43 4.41 0.94 0.1225
Cl 2.55 -7.55 -1.56 0.6471
C 2.05 -6.13 -0.68 -0.6751
C 1.10 -6.24 0.32 -0.1028
C 0.71 -5.11 1.02 -0.0318
C 1.25 -3.86 0.72 -0.2237
C 0.79 -2.61 1.43 -0.1132
C 2.20 -3.78 -0.30 -0.0284
C 2.60 -4.90 -1.00 -0.1029
H 0.68 -7.21 0.56 0.1041
H -0.03 -5.19 1.80 0.1170
H 1.66 -1.99 1.65 0.1004
H 0.31 -2.87 2.38 0.1257
H 2.63 -2.81 -0.54 0.1090
H 3.34 -4.83 -1.79 0.1032
```

Computed properties:
Multiplicity = 1
Energy = -3803.81634 a.u.
Molecular weight = 587.67 g mol⁻¹
LUMO energy = -0.23 eV
HOMO energy = -7.333 eV
Gap between HOMO and LUMO = 7.1018 eV


Entry 4:
C30H26F5N7O4STi | the ωB97M-V functional and the def2-TZVPD basis

Geometry as XYZ:
```
74
Properties=species:S:1:pos:R:3:lowdin_spin:R:1
Ti -0.29 0.23 -0.78 1.0224
C 3.84 -0.27 -2.09 0.0888
C 2.58 0.23 -2.12 0.0459
N 1.77 0.17 -1.03 0.1609
C 2.29 -0.38 0.11 0.1100
C 3.59 -0.96 0.05 -0.0039
N 4.35 -0.92 -1.00 0.0811
C 1.55 -0.22 1.32 0.1071
C 2.00 -0.72 2.57 0.0208
C 1.32 -0.43 3.72 0.0613
C 0.16 0.38 3.62 0.0695
C -0.25 0.82 2.39 0.0256
N 0.39 0.51 1.24 0.1213
C -1.47 1.67 2.31 0.0009
C -2.61 1.32 3.02 0.0022
N -3.68 2.11 3.08 0.0000
C -3.61 3.24 2.40 0.0008
C -2.49 3.58 1.65 -0.0003
N -1.42 2.80 1.60 0.0010
C 1.77 -0.94 5.04 0.0041
C 3.11 -1.11 5.34 0.0077
C 3.47 -1.59 6.59 -0.0005
N 2.59 -1.91 7.54 0.0079
C 1.31 -1.74 7.25 -0.0009
C 0.85 -1.26 6.03 0.0071
H 4.47 -0.20 -2.97 0.0041
H 2.15 0.66 -3.00 0.0008
H 3.99 -1.46 0.92 -0.0021
H 2.88 -1.34 2.61 -0.0006
H -0.37 0.70 4.51 0.0039
H -2.66 0.38 3.55 0.0009
H -4.47 3.90 2.43 0.0001
H -2.47 4.49 1.07 0.0000
H 3.89 -0.85 4.63 0.0004
H 4.51 -1.72 6.84 -0.0002
H 0.60 -2.00 8.03 -0.0002
H -0.22 -1.17 5.86 0.0005
N -0.68 2.34 -1.13 0.0111
C -2.11 2.43 -1.51 0.0020
C -2.90 1.40 -0.71 0.0008
O -4.03 1.60 -0.34 0.0003
O -2.20 0.30 -0.45 -0.0020
H -0.58 2.79 -0.22 0.0040
H -0.08 2.83 -1.79 0.0014
H -2.22 2.19 -2.57 0.0000
H -2.53 3.41 -1.31 0.0000
C 1.75 -3.11 -3.25 0.0018
O 1.06 -2.67 -2.09 0.0032
C 0.15 -3.62 -1.60 0.0003
C -1.04 -2.92 -1.00 0.0040
O -0.60 -1.98 0.01 0.0082
C -1.38 -2.08 1.21 0.0006
H 2.38 -2.30 -3.58 0.0012
H 2.37 -3.99 -3.03 0.0002
H 1.04 -3.37 -4.05 0.0000
H 0.64 -4.27 -0.86 0.0000
H -0.22 -4.26 -2.41 0.0000
H -1.68 -3.67 -0.53 0.0003
H -1.62 -2.39 -1.75 0.0010
H -1.53 -3.13 1.46 0.0000
H -2.34 -1.58 1.08 0.0001
H -0.81 -1.61 2.01 -0.0002
F -1.61 3.67 -7.50 -0.0003
C -1.41 2.78 -6.53 -0.0009
C -2.19 1.63 -6.45 0.0002
F -3.15 1.42 -7.35 0.0002
C -1.97 0.71 -5.44 -0.0005
F -2.76 -0.36 -5.42 0.0000
C -0.98 0.87 -4.47 0.0045
S -0.74 -0.39 -3.26 0.0095
C -0.22 2.03 -4.59 -0.0002
F 0.79 2.30 -3.73 0.0002
C -0.42 2.97 -5.59 0.0003
F 0.35 4.06 -5.64 0.0002
```

Computed properties:
Multiplicity = 3
Energy = -3590.11913 a.u.
Molecular weight = 723.51 g mol⁻¹
LUMO energy (spin up / spin down) = -0.51 / -1.12 eV
Expectation value of S² = 2.02
HOMO energy (spin up / spin down) = -6.302 / -7.919 eV
Gap between HOMO and LUMO (spin up / spin down) = 5.7870 / 6.8032 eV


Entry 5:
C30H26N2O3Rh | the ωB97M-V functional and the def2-TZVPD basis

Geometry as XYZ:
```
62
Properties=species:S:1:pos:R:3:lowdin_charge:R:1
Rh 0.12 0.13 1.12 1.1371
C 2.89 -1.17 4.20 -0.0039
C 1.52 -0.61 3.86 -0.5125
C 0.81 -0.02 5.06 0.0040
O 1.64 0.44 2.85 -0.0855
C 0.62 -1.73 3.31 -0.5742
O 0.63 -2.82 3.83 0.1125
O -0.21 -1.40 2.33 -0.1626
H 3.50 -0.43 4.72 0.0985
H 3.41 -1.49 3.29 0.0915
H 2.76 -2.04 4.83 0.1017
H 1.44 0.72 5.56 0.0960
H 0.58 -0.82 5.77 0.1067
H -0.12 0.46 4.76 0.0935
H 2.51 0.34 2.43 0.0881
C -0.08 4.24 -0.26 -0.0055
C -0.22 3.11 0.54 -0.0728
N 0.49 2.02 0.33 0.0168
C 1.37 1.99 -0.70 -0.1369
C 1.55 3.05 -1.57 -0.1214
C 0.80 4.22 -1.32 0.0314
C 2.48 2.91 -2.66 0.0087
C 3.15 1.75 -2.84 0.0079
C 2.96 0.63 -1.95 -0.1186
C 3.60 -0.61 -2.10 0.0338
C 3.36 -1.61 -1.20 -0.0055
C 2.48 -1.38 -0.14 -0.0824
N 1.88 -0.21 0.03 0.0161
C 2.10 0.77 -0.87 -0.1293
H -0.66 5.12 -0.05 0.1229
H -0.91 3.09 1.38 0.1226
H 0.91 5.08 -1.97 0.1319
H 2.63 3.74 -3.33 0.1272
H 3.84 1.64 -3.67 0.1270
H 4.28 -0.77 -2.94 0.1334
H 3.84 -2.58 -1.29 0.1238
H 2.27 -2.14 0.60 0.1386
C -3.48 -4.04 -3.38 -0.0774
C -2.14 -4.39 -3.30 -0.0722
C -1.27 -3.61 -2.56 -0.0420
C -1.71 -2.47 -1.90 -0.2066
C -3.06 -2.12 -1.99 -0.0253
C -3.94 -2.90 -2.73 -0.0681
C -0.73 -1.70 -1.10 -0.0273
C -0.96 -0.60 -0.40 -0.1729
C -1.98 0.40 -0.24 -0.2892
C -2.36 1.27 -1.26 -0.0335
C -3.20 2.33 -0.98 -0.0536
C -3.64 2.56 0.34 -0.0715
C -3.27 1.70 1.35 -0.0683
C -2.45 0.61 1.07 -0.0646
H -4.17 -4.66 -3.94 0.1075
H -1.78 -5.28 -3.80 0.1073
H -0.22 -3.89 -2.49 0.1094
H -3.43 -1.25 -1.48 0.1032
H -4.98 -2.63 -2.79 0.1081
H 0.26 -2.13 -1.07 0.0879
H -1.99 1.11 -2.27 0.1305
H -3.52 2.99 -1.77 0.1148
H -4.29 3.40 0.54 0.1121
H -3.65 1.86 2.36 0.1176
H -2.26 -0.15 1.83 0.1134
```

Computed properties:
Multiplicity = 1
Energy = -1604.39273 a.u.
Net charge = +1
Molecular weight = 565.46 g mol⁻¹
LUMO energy = -3.98 eV
HOMO energy = -10.657 eV
Gap between HOMO and LUMO = 6.6763 eV


Entry 6:
C30H26N3 | the ωB97M-V functional and the def2-TZVPD basis

Geometry as XYZ:
```
59
Properties=species:S:1:pos:R:3:lowdin_charge:R:1
C 4.98 -2.20 -2.30 -0.0652
N 4.26 -2.91 -1.26 -0.2535
C 4.81 -4.19 -0.88 -0.0657
C 3.21 -2.31 -0.55 -0.2193
C 1.88 -2.42 -1.00 0.0357
C 0.84 -1.84 -0.29 0.0095
C 1.10 -1.15 0.91 -0.1287
C 0.06 -0.75 1.82 0.0582
C 0.24 0.21 2.90 -0.1123
C -0.68 -0.11 3.95 -0.0882
C -0.57 0.49 5.19 0.0165
C 0.38 1.51 5.37 -0.0227
C 1.21 1.91 4.30 -0.0398
C 1.15 1.26 3.06 -0.0009
C -1.55 -1.17 3.47 -0.0885
C -1.15 -1.50 2.11 -0.0811
C -1.86 -2.49 1.42 0.0202
C -2.90 -3.16 2.07 -0.0415
C -3.22 -2.89 3.41 -0.0239
C -2.54 -1.89 4.12 0.0134
C 2.45 -1.00 1.32 0.0166
C 3.49 -1.58 0.62 0.0302
H 4.52 -1.21 -2.44 0.0934
H 6.04 -2.06 -2.03 0.0876
H 4.94 -2.75 -3.25 0.0880
H 4.23 -4.61 -0.06 0.0930
H 4.78 -4.89 -1.74 0.0885
H 5.87 -4.10 -0.57 0.0867
H 1.69 -3.00 -1.91 0.1322
H -0.18 -1.92 -0.66 0.1078
H -1.24 0.16 5.99 0.1225
H 0.48 1.99 6.34 0.1191
H 1.92 2.72 4.45 0.1154
H 1.77 1.56 2.22 0.1288
H -1.60 -2.70 0.38 0.1039
H -3.46 -3.92 1.52 0.1147
H -4.02 -3.45 3.90 0.1190
H -2.75 -1.65 5.16 0.1228
H 2.68 -0.48 2.25 0.1140
H 4.52 -1.47 0.96 0.1347
C -3.54 3.56 -5.90 -0.0816
C -4.11 2.60 -5.05 -0.0706
C -3.57 2.37 -3.78 -0.0217
C -2.47 3.13 -3.35 -0.2080
N -1.94 2.91 -2.05 -0.0362
C -1.74 1.68 -1.44 -0.1499
N -1.22 1.83 -0.22 0.0343
C -1.09 3.20 -0.01 -0.1444
C -1.50 3.87 -1.14 -0.0517
C -1.92 4.11 -4.18 -0.0163
C -2.44 4.30 -5.47 -0.0686
H -3.95 3.72 -6.89 0.1072
H -4.98 2.03 -5.37 0.1075
H -4.01 1.64 -3.10 0.1128
H -1.96 0.76 -1.96 0.1193
H -0.72 3.60 0.92 0.0896
H -1.59 4.92 -1.35 0.1142
H -1.05 4.68 -3.83 0.1152
H -1.98 5.04 -6.12 0.1083
```

Computed properties:
Multiplicity = 1
Energy = -1322.79106 a.u.
Net charge = +1
Molecular weight = 428.56 g mol⁻¹
LUMO energy = -5.50 eV
HOMO energy = -10.798 eV
Gap between HOMO and LUMO = 5.2969 eV


Entry 7:
C30H26N4O2SZn | the ωB97M-V functional and the def2-TZVPD basis

Geometry as XYZ:
```
64
Properties=species:S:1:pos:R:3:lowdin_charge:R:1
Zn -0.53 -0.66 -0.28 0.4700
C -0.46 -0.23 5.74 -0.0878
C 0.41 -0.02 4.67 -0.0704
C -0.04 -0.20 3.37 -0.0551
C -1.35 -0.60 3.15 -0.2619
C -2.22 -0.81 4.21 -0.0269
C -1.77 -0.63 5.50 -0.0814
N -1.74 -0.75 1.76 0.0050
N -2.89 -1.16 1.59 0.0897
C -3.28 -1.32 0.22 -0.2988
C -4.64 -1.58 0.06 -0.0446
C -5.14 -1.74 -1.22 -0.0963
C -4.28 -1.64 -2.30 -0.0955
C -2.92 -1.39 -2.10 -0.1322
C -2.37 -1.23 -0.83 -0.1590
H -0.11 -0.09 6.75 0.1009
H 1.43 0.27 4.85 0.1057
H 0.63 -0.07 2.52 0.0576
H -3.24 -1.12 4.01 0.1028
H -2.45 -0.79 6.33 0.1020
H -5.27 -1.65 0.93 0.1048
H -6.20 -1.94 -1.38 0.0980
H -4.66 -1.76 -3.31 0.0980
H -2.29 -1.32 -2.98 0.0690
O 2.79 3.11 -5.42 -0.0538
C 2.50 1.74 -5.61 -0.2066
C 1.70 1.23 -4.45 -0.1727
C 1.17 -0.06 -4.49 -0.0008
C 0.45 -0.52 -3.40 -0.1096
N 0.23 0.23 -2.32 0.0487
C 0.73 1.45 -2.27 -0.1944
C 1.47 2.00 -3.32 0.0596
C 0.45 2.21 -1.01 -0.1787
C 0.96 3.48 -0.79 0.0543
C 0.64 4.15 0.39 -0.1777
C 1.20 5.52 0.65 -0.2069
O 2.59 5.59 0.40 -0.0474
C -0.19 3.52 1.29 0.0071
C -0.65 2.24 1.00 -0.0958
N -0.33 1.59 -0.11 0.0767
H 3.34 3.42 -6.14 0.0936
H 3.42 1.15 -5.68 0.1334
H 1.93 1.58 -6.53 0.1293
H 1.32 -0.70 -5.34 0.1212
H 0.05 -1.52 -3.38 0.1165
H 1.87 3.00 -3.27 0.1101
H 1.61 3.95 -1.50 0.1207
H 0.96 5.83 1.67 0.1200
H 0.74 6.24 -0.03 0.1320
H 3.05 4.98 0.98 0.0977
H -0.48 3.99 2.22 0.1190
H -1.30 1.71 1.69 0.1002
S 1.66 -1.09 0.16 0.5912
C 1.78 -2.78 0.72 -0.6599
C 2.79 -3.59 0.21 -0.1409
C 2.95 -4.90 0.63 -0.1034
C 2.09 -5.44 1.57 -0.1107
C 1.07 -4.65 2.08 -0.0957
C 0.92 -3.33 1.66 -0.1233
H 3.46 -3.17 -0.54 0.0897
H 3.75 -5.50 0.22 0.0971
H 2.20 -6.46 1.90 0.0941
H 0.38 -5.05 2.82 0.0998
H 0.12 -2.73 2.07 0.0727
```

Computed properties:
Multiplicity = 1
Energy = -3705.83578 a.u.
Molecular weight = 572.02 g mol⁻¹
LUMO energy = -0.25 eV
HOMO energy = -7.139 eV
Gap between HOMO and LUMO = 6.8852 eV


- Number 5 is which compound?
  C30H26N2O3Rh